[1]
A structure of composition C12H24CdO16S in a non-equilibrium geometry. Source: the Open Molecules 2025 dataset; level of theory: ωB97M-V with the def2-TZVPD basis set.

Geometry (Å):
Cd: -6.16 -2.40 -17.20
S: -3.80 -2.51 -18.41
O: -3.75 -3.20 -19.69
O: -4.89 -1.47 -18.40
O: -4.40 -3.47 -17.38
O: -2.54 -2.01 -17.89
C: -6.26 -3.50 -21.52
O: -6.93 -4.60 -20.91
C: -7.22 -4.51 -19.63
O: -6.97 -3.61 -18.88
O: -7.87 -5.59 -19.18
C: -8.27 -6.65 -20.04
H: -6.38 -3.53 -22.60
H: -5.21 -3.48 -21.24
H: -6.68 -2.53 -21.25
H: -7.46 -7.37 -20.17
H: -8.56 -6.31 -21.03
H: -9.10 -7.14 -19.55
C: -5.27 -5.14 -14.70
O: -6.61 -5.57 -14.96
C: -7.49 -4.72 -15.44
O: -7.20 -3.61 -15.81
O: -8.69 -5.23 -15.56
C: -8.90 -6.59 -15.19
H: -5.05 -5.47 -13.69
H: -5.13 -4.07 -14.73
H: -4.59 -5.61 -15.40
H: -8.66 -7.29 -15.98
H: -9.96 -6.72 -14.94
H: -8.35 -6.82 -14.28
C: -7.26 0.80 -14.79
O: -5.99 0.65 -14.19
C: -5.31 -0.42 -14.61
O: -5.61 -1.13 -15.54
O: -4.22 -0.54 -13.91
C: -3.23 -1.48 -14.32
H: -7.98 0.03 -14.51
H: -7.15 0.76 -15.88
H: -7.67 1.79 -14.63
H: -2.32 -1.17 -13.80
H: -3.02 -1.48 -15.39
H: -3.48 -2.46 -13.92
C: -8.64 -0.67 -19.91
O: -9.55 -0.56 -18.80
C: -9.10 -0.85 -17.59
O: -8.05 -1.40 -17.40
O: -9.83 -0.34 -16.63
C: -11.15 0.12 -16.85
H: -8.88 0.20 -20.51
H: -8.76 -1.64 -20.39
H: -7.61 -0.54 -19.57
H: -11.79 -0.71 -17.16
H: -11.23 0.88 -17.63
H: -11.53 0.52 -15.92

Computed properties:
Highest occupied orbital energy ... -7.67 eV
Orbital gap ... 7.875 eV
E_LUMO ... 0.20 eV
E ... -60992.0633 eV
Energy relative to the best compared isomer or geometry (same formula, charge and spin) ... 1.0126 eV

For reference, the Mulliken charges in units of e are:
1 Cd 4.0557
2 S 1.2443
3 O -0.7481
4 O -0.7359
5 O -0.7385
6 O -0.7132
7 C -0.4332
8 O -0.4028
9 C 0.3323
10 O -0.5003
11 O -0.2808
12 C -0.7852
13 H 0.2858
14 H 0.2771
15 H 0.0668
16 H 0.2997
17 H 0.3187
18 H 0.2516
19 C -0.3611
20 O -0.4035
21 C 0.4602
22 O -0.6188
23 O -0.3293
24 C -0.7296
25 H 0.3269
26 H -0.0940
27 H 0.2890
28 H 0.2460
29 H 0.2852
30 H 0.3329
31 C -0.5366
32 O -0.3648
33 C 0.7915
34 O -0.8230
35 O -0.4048
36 C -0.5652
37 H 0.2942
38 H 0.0971
39 H 0.3364
40 H 0.2936
41 H 0.2630
42 H 0.2305
43 C -0.6125
44 O -0.3907
45 C 0.4210
46 O -0.8580
47 O -0.2927
48 C -0.7173
49 H 0.3668
50 H 0.1995
51 H 0.2207
52 H 0.3011
53 H 0.3047
54 H 0.2478

[2]
A structure of composition C21H36P2Pt in a non-equilibrium geometry. Source: the Open Molecules 2025 dataset; level of theory: ωB97M-V with the def2-TZVPD basis set.

Geometry (Å):
P: -3.41 3.14 -2.83
P: 0.32 3.50 -4.47
C: -2.52 4.33 -3.89
C: -1.44 3.93 -4.93
H: -2.19 5.19 -3.27
H: -3.37 4.71 -4.49
H: -1.80 3.11 -5.58
H: -1.31 4.79 -5.61
C: 1.06 5.13 -4.22
H: 2.09 5.03 -3.84
H: 0.47 5.75 -3.52
H: 1.08 5.64 -5.20
C: 1.06 2.91 -6.01
H: 1.19 3.77 -6.68
H: 0.40 2.17 -6.49
H: 2.04 2.45 -5.81
C: -4.61 4.19 -1.97
H: -5.12 3.63 -1.17
H: -5.36 4.54 -2.70
H: -4.12 5.06 -1.52
C: -4.43 2.03 -3.82
H: -3.88 1.62 -4.68
H: -5.30 2.57 -4.18
H: -4.78 1.18 -3.21
Pt: -0.75 -1.48 -0.59
C: 1.01 2.48 -3.11
C: 0.89 3.10 -1.79
C: -0.25 3.97 -1.57
C: -1.25 3.47 -0.50
C: -2.40 2.81 -1.17
C: -2.29 1.82 -2.27
C: -1.30 1.32 -3.33
C: 0.18 1.14 -3.01
C: -1.93 -1.19 0.99
H: 2.06 2.25 -3.36
H: 1.63 2.95 -1.01
H: -0.83 3.91 -2.50
H: -0.02 5.04 -1.43
H: -0.76 2.76 0.19
H: -1.59 4.33 0.11
H: -3.16 2.52 -0.44
H: -2.86 0.92 -1.99
H: -1.43 1.82 -4.30
H: -1.67 0.31 -3.60
H: 0.29 0.69 -2.01
H: 0.62 0.38 -3.69
H: -2.09 -2.18 1.43
H: -2.85 -0.72 0.63
H: -1.36 -0.51 1.65
C: 3.74 -1.03 0.86
C: 2.80 -0.11 1.35
C: 1.50 -0.09 0.82
C: 1.20 -1.05 -0.16
C: 2.14 -1.90 -0.75
C: 3.43 -1.91 -0.20
H: 4.74 -1.05 1.30
H: 3.06 0.60 2.14
H: 0.71 0.60 1.12
H: 1.81 -2.52 -1.59
H: 4.18 -2.60 -0.59

Computed properties:
Highest occupied orbital energy (alpha / beta) ... -3.76 / -5.57 eV
Orbital gap (alpha / beta) ... 3.308 / 5.075 eV
E_LUMO (alpha / beta) ... -0.45 / -0.50 eV
E ... -44174.6105 eV
Multiplicity ... 3
Energy relative to the best compared isomer or geometry (same formula, charge and spin) ... 1.1794 eV

For reference, the Mulliken charges in units of e are:
1 P 1.0883
2 P 1.3803
3 C -1.0626
4 C -1.4117
5 H 0.2833
6 H 0.6358
7 H 0.5476
8 H 0.7073
9 C -1.4750
10 H 0.4159
11 H 0.3529
12 H 0.5090
13 C -1.4583
14 H 0.4543
15 H 0.4068
16 H 0.4027
17 C -1.5501
18 H 0.3942
19 H 0.4898
20 H 0.3587
21 C -1.5120
22 H 0.3792
23 H 0.4369
24 H 0.4229
25 Pt 0.0259
26 C 0.5597
27 C -1.7974
28 C 0.8971
29 C -0.9693
30 C -1.0956
31 C 0.2042
32 C -1.3040
33 C -0.5596
34 C -1.0399
35 H 0.8495
36 H 0.3721
37 H -1.4600
38 H 0.6170
39 H 0.1873
40 H 0.4052
41 H 0.5449
42 H 0.9947
43 H 0.4396
44 H 0.5525
45 H -0.2714
46 H 0.4357
47 H 0.3095
48 H 0.1893
49 H 0.2236
50 C -0.4412
51 C -0.6365
52 C -0.3464
53 C 0.1743
54 C -0.4157
55 C -0.3803
56 H 0.3293
57 H 0.3516
58 H 0.2149
59 H 0.3126
60 H 0.3306